1.
Computed, not measured: a structure of composition C10H15IN, with ωB97M-V with the def2-TZVPD basis set.

The spin multiplicity is 3. The expectation value of S² is 2.02. As for the orbital gap (alpha / beta): 0.2684 / 0.1954 Eh. As for the charge: +1.

Structure (XYZ):
```
27
C10H15IN, DFT ωB97M-V with the def2-TZVPD basis set
C -1.328 -2.622 -0.737
C -0.709 1.266 1.492
C -0.777 -0.041 1.379
C 0.229 2.130 0.768
C 1.222 1.312 -0.068
C -0.033 -0.795 0.408
C 0.753 0.118 -0.835
C -1.830 -0.651 2.096
C -0.243 0.581 -1.926
C 1.933 -0.640 -1.482
N -0.787 -1.758 -0.172
I 1.405 -2.376 1.434
H -1.777 -3.500 -1.202
H -1.365 1.794 2.075
H -0.448 2.466 -0.030
H 0.841 2.694 1.473
H 1.697 1.930 -0.771
H 2.008 1.020 0.659
H -2.759 -0.838 1.638
H -2.042 -0.167 3.018
H -1.450 -1.618 2.396
H -0.568 -0.253 -2.573
H 0.308 1.231 -2.551
H -1.135 1.204 -1.656
H 2.448 -0.052 -2.254
H 1.678 -1.661 -1.756
H 2.730 -0.773 -0.824
```

---

2.
Computed, not measured: a structure of composition C41H49N4O3RbS3Sb2, with ωB97M-V with the def2-TZVPD basis set.

As for the orbital gap: 0.2070 Eh. As for the charge: -2.

Structure (XYZ):
```
103
C41H49N4O3RbS3Sb2, DFT ωB97M-V with the def2-TZVPD basis set
Rb 0.927 -0.133 0.036
C 4.397 -1.591 -0.243
C 3.674 -0.718 -1.234
N 2.618 -1.240 -1.747
N 1.977 -0.519 -2.719
C 0.870 -0.977 -3.178
S -0.055 -2.330 -2.790
S 0.261 0.004 -4.574
C 1.850 0.544 -5.334
C 2.489 -0.570 -6.094
C 2.223 -0.745 -7.450
C 2.804 -1.781 -8.158
C 3.652 -2.669 -7.518
C 3.924 -2.503 -6.171
C 3.347 -1.465 -5.461
C 4.238 0.616 -1.507
C 5.580 0.736 -1.852
C 6.169 1.957 -2.133
C 5.394 3.108 -2.039
C 4.078 3.032 -1.661
C 3.416 1.798 -1.370
O 2.214 1.784 -0.976
H 3.903 -2.561 -0.193
H 5.441 -1.722 -0.528
H 4.363 -1.109 0.735
H 1.579 1.371 -5.989
H 2.462 0.884 -4.499
H 1.557 -0.053 -7.951
H 2.593 -1.899 -9.214
H 4.104 -3.484 -8.068
H 4.590 -3.187 -5.666
H 3.561 -1.345 -4.410
H 6.179 -0.166 -1.945
H 7.214 2.013 -2.420
H 5.836 4.076 -2.267
H 3.483 3.936 -1.562
C -3.020 -3.812 -2.073
Sb -2.347 -2.396 -0.549
C -1.352 -3.963 0.548
C -4.308 -2.707 0.477
C -4.221 -3.310 1.807
C -4.385 -4.687 1.935
C -4.403 -5.313 3.166
C -4.284 -4.548 4.313
C -4.079 -3.184 4.203
C -4.001 -2.546 2.968
C -3.655 -1.125 2.910
Sb -1.448 -0.817 2.808
C -1.179 -1.851 4.702
C -1.662 1.137 3.737
H -3.396 -4.723 -1.611
H -2.181 -4.044 -2.715
H -3.806 -3.366 -2.679
H -1.973 -4.854 0.576
H -1.157 -3.632 1.564
H -0.414 -4.178 0.047
H -4.885 -3.345 -0.188
H -4.781 -1.729 0.510
H -4.520 -5.273 1.035
H -4.539 -6.386 3.227
H -4.339 -5.014 5.289
H -3.987 -2.588 5.102
H -3.976 -0.601 3.807
H -4.054 -0.627 2.035
H -1.712 -1.327 5.493
H -0.123 -1.894 4.947
H -1.567 -2.862 4.613
H -1.927 1.048 4.787
H -2.423 1.710 3.216
H -0.714 1.656 3.660
O 2.256 5.292 7.380
C 2.199 3.962 7.725
O 2.272 3.684 8.906
C 2.051 3.002 6.647
C 1.860 1.650 6.991
C 1.726 0.682 6.038
C 1.783 0.994 4.663
S 1.656 -0.219 3.483
C 1.978 2.347 4.317
C 2.103 3.316 5.275
H 2.174 5.389 6.424
H 1.820 1.404 8.042
H 1.589 -0.353 6.317
H 2.037 2.601 3.266
H 2.267 4.336 4.937
N -2.324 0.764 0.215
C -2.253 1.724 -0.419
N -2.253 2.847 -1.072
C -1.485 3.077 -2.274
C -2.424 3.270 -3.484
C -3.880 3.316 -3.028
C -4.028 4.327 -1.894
C -3.179 3.885 -0.685
H -0.800 2.242 -2.424
H -0.879 3.976 -2.123
H -2.294 2.457 -4.193
H -2.178 4.206 -3.989
H -4.179 2.325 -2.685
H -4.527 3.593 -3.861
H -5.074 4.426 -1.598
H -3.680 5.302 -2.246
H -3.812 3.496 0.117
H -2.620 4.742 -0.286
```

---

| no. | E_tot (eV) |
| --- | --- |
| 1 | -20191.2968 |
| 2 | -101652.8111 |